Density functional theory data (the ωB97M-V functional and the def2-TZVPD basis) for C30H26FeN6O2 as an isolated structure in a non-equilibrium geometry.

Calculated values
* gap between HOMO and LUMO: 6.6522 eV
* HOMO: -6.72 eV
* spin multiplicity: 1
* relative energy (zero: lowest compared OMol25 entry of this formula, charge and spin): 0.0 kcal per mole
* electronic energy: -2901.646447 Eh

The geometry in XYZ format:
```
65
Properties=species:S:1:pos:R:3:forces:R:3
Fe 0.318066 -0.238805 0.209849 0.44 -1.11 0.79
C 0.407822 -0.171539 4.584589 0.27 -0.19 0.08
C 0.664824 -0.676717 3.298154 0.04 -0.27 -0.24
N -0.138287 -0.516866 2.277440 0.04 0.34 0.17
C -1.290089 0.195947 2.485138 0.29 -0.04 0.48
C -1.613126 0.769857 3.728927 -0.19 -0.04 -0.29
C -0.717384 0.557696 4.794791 -0.22 0.19 0.15
C -2.800427 1.539853 3.825163 -0.06 0.03 -0.07
C -3.592750 1.713136 2.723480 0.05 -0.01 0.05
C -3.257784 1.131792 1.476383 -0.08 -0.02 0.23
C -2.127130 0.371096 1.357546 -0.10 0.04 -0.60
N -1.638622 -0.239326 0.196105 -0.21 0.07 0.02
C -2.177640 -1.448207 -0.145781 -0.02 0.11 -0.01
C -3.523980 -1.782965 -0.187478 -0.03 -0.13 -0.01
C -3.940775 -3.053236 -0.620717 -0.02 0.13 0.04
C -3.051954 -4.018847 -1.013372 -0.01 -0.12 -0.05
C -1.669716 -3.751906 -0.932360 0.07 0.25 0.12
C -0.662715 -4.694937 -1.234131 -0.08 -0.06 -0.04
C 0.647008 -4.372572 -1.044376 0.14 -0.07 0.01
C 0.977437 -3.098136 -0.549904 0.07 0.03 0.05
N 0.077159 -2.186663 -0.278549 -0.29 0.23 -0.15
C -1.241158 -2.480547 -0.481241 -0.10 -0.23 -0.08
H 1.118406 -0.352064 5.379468 0.01 0.00 -0.02
H 1.579159 -1.230113 3.107871 0.02 0.05 0.01
H -0.932788 0.987313 5.766544 0.00 -0.01 -0.01
H -3.057910 1.995967 4.773286 -0.01 0.00 -0.01
H -4.491080 2.313501 2.797660 0.01 0.00 0.01
H -3.885879 1.293854 0.609315 0.01 0.02 0.01
H -4.260831 -1.046135 0.102316 -0.02 -0.01 0.00
H -5.002968 -3.264292 -0.655950 0.00 0.00 0.00
H -3.390167 -4.987015 -1.360558 0.01 0.01 0.01
H -0.946864 -5.672980 -1.604953 0.00 0.01 0.01
H 1.436584 -5.080233 -1.258347 0.00 0.02 0.00
H 2.013505 -2.827668 -0.381243 -0.02 -0.05 -0.04
N 2.386644 -0.294566 0.089946 0.23 -0.01 0.20
C 2.808477 -0.313833 -1.285068 -0.25 0.09 -0.02
C 4.102597 -0.392282 -1.702308 0.08 -0.09 -0.01
C 4.410979 -0.373152 -3.080886 0.08 -0.01 0.01
C 3.427178 -0.263815 -4.019000 -0.04 0.01 -0.06
C 2.073407 -0.154836 -3.620719 0.02 -0.01 0.22
C 0.986063 -0.028701 -4.513943 0.04 0.00 -0.08
C -0.278520 0.075341 -4.018775 -0.05 0.00 -0.13
C -0.482670 0.068917 -2.625498 -0.19 0.09 0.01
N 0.498271 -0.044842 -1.771841 0.31 0.45 0.19
C 1.773210 -0.168854 -2.243929 0.08 -0.01 -0.04
H 2.714683 0.601215 0.508243 -0.24 0.00 -0.09
H 2.786770 -1.062454 0.619031 0.19 0.04 -0.09
H 4.896143 -0.460106 -0.967978 0.01 -0.01 -0.02
H 5.445667 -0.440236 -3.391195 -0.01 0.00 0.02
H 3.670327 -0.250824 -5.074494 -0.02 0.00 0.00
H 1.169718 -0.017579 -5.581884 0.01 0.00 0.01
H -1.129988 0.167730 -4.679126 -0.01 0.00 0.03
H -1.472082 0.161472 -2.191979 0.05 0.05 -0.02
N -0.964150 2.976359 -1.064586 0.25 -0.06 -0.05
C -0.774352 3.721098 0.179566 0.00 -0.06 0.13
C 0.703143 3.849088 0.511558 0.05 -0.13 -0.02
C 1.437327 2.517061 0.717089 -0.07 -0.02 0.12
O 2.647269 2.455801 0.433167 -0.19 -0.08 -0.08
O 0.775516 1.563385 1.259342 -0.25 0.60 -0.85
H -0.590717 3.517673 -1.836377 -0.10 -0.04 -0.07
H -1.942890 2.798576 -1.246711 -0.03 0.04 0.01
H -1.259953 3.183786 0.995525 -0.07 -0.07 -0.10
H -1.222185 4.721630 0.116496 0.04 0.05 0.19
H 0.812638 4.378221 1.462627 -0.03 0.12 -0.03
H 1.221335 4.438486 -0.248155 0.10 -0.07 0.03
```
Positions in Å, forces in eV/Å.

Let us look at the natural (NBO) charges, expressed in e, one per atom: Fe 0.90; C -0.27; C 0.10; N -0.41; C 0.11; C -0.01; C -0.13; C -0.24; C -0.19; C -0.28; C 0.28; N -0.69; C 0.19; C -0.30; C -0.15; C -0.28; C -0.08; C -0.12; C -0.27; C 0.05; N -0.41; C 0.18; H 0.22; H 0.19; H 0.21; H 0.21; H 0.21; H 0.21; H 0.22; H 0.21; H 0.21; H 0.22; H 0.22; H 0.19; N -0.85; C 0.14; C -0.20; C -0.20; C -0.19; C -0.10; C -0.12; C -0.26; C 0.09; N -0.41; C 0.21; H 0.46; H 0.38; H 0.22; H 0.22; H 0.22; H 0.22; H 0.23; H 0.23; N -0.84; C -0.21; C -0.52; C 0.82; O -0.73; O -0.82; H 0.35; H 0.36; H 0.21; H 0.16; H 0.23; H 0.21